{
  "formula": "C11H16NO3",
  "method": "ωB97M-V/def2-TZVPD",
  "symbols": ["C", "N", "C", "C", "C", "O", "C", "C", "C", "C", "C", "C", "C", "O", "O", "H", "H", "H", "H", "H", "H", "H", "H", "H", "H", "H", "H", "H", "H", "H", "H"],
  "xyz": [[-4.7073, 1.0824, 0.2273], [-3.5991, 0.5375, 0.1376], [-2.4462, 0.0269, 0.2293], [-1.2189, 0.8907, 0.4045], [-0.1018, 0.6332, -0.6595], [-0.1031, 1.8381, -1.3779], [1.3432, 0.2392, -0.1404], [2.3213, 0.5711, -1.2805], [1.7288, 1.0846, 1.0844], [1.4713, -1.2452, 0.2270], [2.5813, -1.9594, 0.2236], [0.1532, -1.8471, 0.7716], [-0.9623, -1.9589, -0.2094], [-1.0449, -2.6282, -1.1693], [-2.2681, -1.2589, 0.1299], [-5.2003, 1.2112, 1.1886], [-5.2059, 1.4404, -0.6692], [-0.8451, 0.7175, 1.4144], [-1.4769, 1.9469, 0.3196], [-0.4208, -0.1758, -1.3382], [0.4265, 1.7571, -2.1798], [2.3621, 1.6442, -1.4494], [2.0375, 0.0558, -2.1976], [3.3258, 0.2547, -1.0189], [1.5085, 2.1322, 0.8984], [2.7954, 0.9829, 1.2678], [1.2126, 0.7704, 1.9905], [3.5332, -1.5679, -0.0869], [2.5850, -2.9893, 0.5337], [-0.1503, -1.3044, 1.6681], [0.3652, -2.8819, 1.0610]],
  "atomic_forces_ev_per_a": [[-0.5, 0.2, 0.0], [0.0, -0.3, 0.0], [2.2, -0.2, -0.1], [0.2, 0.1, -0.1], [0.1, -0.5, 0.0], [0.0, 0.4, -0.2], [0.2, 0.3, -0.1], [-0.2, -0.1, 0.2], [-0.1, -0.1, -0.2], [-1.7, 0.5, 0.0], [-0.1, -0.1, -0.1], [0.9, -0.1, 0.4], [-0.3, -0.5, -0.8], [0.1, 0.3, 0.5], [-0.7, -0.1, 0.1], [0.1, -0.1, 0.1], [0.0, 0.0, -0.1], [-0.1, 0.0, 0.1], [-0.1, -0.1, 0.1], [0.1, 0.2, 0.0], [0.0, 0.0, 0.1], [0.0, 0.1, 0.0], [0.0, 0.0, -0.1], [0.1, 0.0, 0.0], [0.0, 0.2, 0.0], [0.1, 0.0, 0.1], [0.0, 0.0, 0.1], [0.1, 0.2, -0.1], [-0.1, -0.2, 0.1], [-0.1, -0.1, -0.1], [-0.1, 0.1, 0.0]],
  "homo_energy_ev": -13.163,
  "smiles": "C=[N+]=C1C[C@@H](O)C(C)(C)C(=C)CC(=O)O1",
  "charge": 1,
  "e_lumo_ev": -4.258,
  "e_above_lowest_ev": 2.378,
  "multiplicity": 1
}

---

{
  "formula": "C4H19NO8",
  "method": "ωB97M-V/def2-TZVPD",
  "symbols": ["N", "C", "C", "O", "C", "C", "O", "O", "H", "H", "H", "H", "H", "H", "H", "H", "H", "O", "H", "H", "O", "H", "H", "O", "H", "H", "O", "H", "H", "O", "H", "H"],
  "xyz": [[0.4085, -2.2476, 1.4280], [-0.3159, -1.1828, 0.8019], [-1.6458, -1.7730, 0.4413], [-1.5602, -2.8562, -0.3571], [0.5058, -0.8612, -0.5125], [-0.0954, 0.0357, -1.3965], [0.3354, 1.1723, -1.8486], [-1.3429, -0.3320, -1.8080], [1.1774, -1.9123, 1.9910], [0.8117, -3.0599, 0.8845], [-0.5768, -0.3328, 1.4272], [-2.2782, -1.9412, 1.3378], [-2.2253, -1.0597, -0.2540], [-1.4725, -3.5707, 0.1828], [1.6316, -0.4788, -0.2931], [0.6804, -1.7700, -1.0807], [-1.6860, 0.0570, -2.6633], [1.7037, 3.0517, -0.2611], [1.9513, 2.1992, 0.1595], [1.4320, 2.6226, -1.1044], [-1.9830, 1.2471, 1.4643], [-1.0742, 0.9222, 1.4250], [-2.4044, 0.9519, 0.6772], [-1.9423, 1.6069, -3.2844], [-2.2235, 1.6287, -2.4133], [-0.9611, 1.5433, -3.1193], [3.5330, -0.2463, 0.1122], [3.4626, -1.2374, 0.2252], [3.4218, 0.2672, 0.8432], [0.8132, 2.2307, 2.4155], [1.5048, 2.5758, 2.8600], [0.4145, 2.7497, 1.7196]],
  "atomic_forces_ev_per_a": [[1.6, -1.4, 1.7], [0.7, -1.6, -2.3], [-3.1, 3.3, -0.5], [0.1, 0.3, -3.1], [3.7, 0.2, 2.5], [-2.1, 6.2, -4.8], [-0.7, -4.1, 1.6], [1.0, -1.0, 0.0], [0.0, 0.1, 0.2], [-1.2, 1.8, 0.2], [1.3, -0.9, 0.3], [0.6, 0.0, -0.2], [0.7, -0.7, 1.9], [0.5, -3.5, 2.1], [-3.0, -0.7, -0.3], [-0.4, -0.5, 0.1], [0.6, 0.2, 0.6], [0.1, -1.7, -0.4], [0.0, 1.0, 0.3], [-0.1, 0.8, 0.3], [0.5, 0.7, 1.1], [-0.5, 0.9, 0.0], [-0.5, -0.4, -1.0], [1.8, -0.3, -2.7], [-1.4, 0.7, 2.7], [-0.7, 0.7, -0.4], [0.7, -3.5, -4.0], [0.2, 2.1, 0.6], [-0.4, 1.4, 3.6], [-3.8, -3.3, -1.7], [3.2, 2.4, 1.7], [0.6, 0.8, 0.0]],
  "homo_energy_ev": -9.826,
  "smiles": "N[C@H](CO)CC(=O)O.O.O.O.O.O",
  "e_lumo_ev": 0.067,
  "e_above_lowest_ev": 3.485,
  "multiplicity": 1
}

---

{
  "formula": "C4H8OS",
  "method": "ωB97M-V/def2-TZVPD",
  "symbols": ["C", "C", "C", "C", "H", "H", "H", "H", "H", "H", "H", "H", "O", "S"],
  "xyz": [[-2.9085, -0.0510, 0.3499], [-0.2314, 0.4390, -0.4075], [1.1009, 0.5499, -0.3678], [1.9345, -0.7472, -0.2009], [-2.7155, 0.3061, 1.4639], [-3.5715, -0.8977, 0.4791], [-3.3474, 0.7655, 0.0049], [-0.8235, 1.4087, -0.3637], [1.7124, 1.5440, -0.3631], [1.4503, -1.3831, 0.5375], [2.2000, -1.3348, -1.1475], [3.4645, 0.7373, 0.0274], [3.1960, -0.5186, 0.3617], [-1.4609, -0.8183, -0.3738]],
  "atomic_forces_ev_per_a": [[2.5, -2.4, 5.2], [-1.5, 3.5, 0.6], [0.8, -1.5, 0.1], [0.6, 0.2, -1.3], [0.0, -1.0, -1.9], [-0.4, 0.0, -0.3], [-1.8, 3.3, -2.7], [1.0, -0.9, -0.3], [-1.5, -1.8, -0.1], [-0.5, -0.3, -0.3], [-1.3, 0.8, 0.8], [-0.9, -5.8, 1.6], [2.1, 6.5, -0.8], [0.9, -0.6, -0.4]],
  "homo_energy_ev": -8.517,
  "e_lumo_ev": 0.508,
  "e_above_lowest_ev": 3.910,
  "multiplicity": 1
}

---

{
  "formula": "C2H6N2O4",
  "method": "ωB97M-V/def2-TZVPD",
  "symbols": ["N", "O", "C", "O", "O", "H", "H", "H", "H", "H", "N", "C", "O", "H"],
  "xyz": [[0.7898, 2.1740, -0.5792], [1.2171, 0.8457, -0.2469], [0.2973, -0.1081, -0.7335], [-0.0371, 0.0322, -2.0401], [0.8633, -1.3358, -0.5011], [0.0962, 2.4390, 0.1282], [1.6280, 2.7384, -0.4207], [-0.6623, 0.0076, -0.1529], [0.7701, 0.0353, -2.5586], [0.9929, -1.4353, 0.4704], [-0.9335, -1.8138, 1.6896], [-1.6904, -0.8836, 1.6197], [-2.2832, 0.1003, 1.7706], [-1.0483, -2.7960, 1.5545]],
  "atomic_forces_ev_per_a": [[-0.1, 0.1, 0.0], [0.4, 0.3, -0.1], [-1.3, 0.4, 1.0], [-0.2, 0.0, -0.3], [0.6, -0.4, 0.8], [0.3, 0.0, 0.0], [-0.3, -0.3, 0.1], [0.7, 0.1, -0.7], [0.3, 0.0, -0.2], [-0.2, 0.1, -1.0], [0.4, -0.3, -0.1], [0.0, -0.3, 1.4], [-0.5, 0.5, -0.6], [-0.2, -0.1, -0.2]],
  "homo_energy_ev": -9.577,
  "smiles": "NOC(O)O.N=C=O",
  "e_lumo_ev": 0.579,
  "e_above_lowest_ev": 3.277,
  "multiplicity": 1
}

---

{
  "formula": "C2H8S3",
  "method": "ωB97M-V/def2-TZVPD",
  "symbols": ["C", "S", "S", "H", "H", "H", "H", "C", "S", "H", "H", "H", "H"],
  "xyz": [[1.1950, -0.6435, 2.3535], [1.8299, 1.0569, 2.3209], [3.2674, 1.0150, 0.8881], [1.7880, -1.2548, 1.6872], [0.1412, -0.6754, 2.1039], [1.3557, -1.0293, 3.3626], [2.6149, 1.5111, -0.1776], [-2.3838, -0.3328, -1.9499], [-1.1873, 1.0014, -1.7326], [-2.3219, -0.9009, -1.0274], [-3.3884, 0.0268, -2.0987], [-2.0956, -1.0131, -2.7376], [-0.8152, 1.2386, -2.9923]],
  "atomic_forces_ev_per_a": [[0.3, 0.0, 0.5], [-0.2, 0.1, 0.1], [0.4, 0.0, -0.1], [0.0, -0.1, -0.3], [-0.1, 0.0, -0.1], [-0.2, 0.0, -0.1], [-0.2, -0.1, 0.1], [0.4, -0.2, 0.1], [0.2, 0.3, 0.3], [-0.2, 0.0, 0.1], [-0.3, 0.1, -0.1], [0.1, 0.0, -0.3], [-0.2, -0.1, -0.2]],
  "homo_energy_ev": -8.979,
  "smiles": "CSS.CS",
  "e_lumo_ev": 0.644,
  "e_above_lowest_ev": 0.270,
  "multiplicity": 1
}

---

{
  "formula": "C3H6O3",
  "method": "ωB97M-V/def2-TZVPD",
  "symbols": ["O", "C", "O", "C", "C", "O", "H", "H", "H", "H", "H", "H"],
  "xyz": [[0.9675, 1.5854, -0.5957], [1.3091, 0.5360, -1.0888], [1.0787, -0.6852, -0.6314], [0.2038, -0.8778, 0.5083], [-1.1556, -0.1974, 0.3461], [-1.2354, 1.0810, 0.9068], [1.8753, 0.4737, -2.0271], [0.0972, -1.9642, 0.5464], [0.6961, -0.5396, 1.4254], [-1.3952, -0.2116, -0.7318], [-1.9184, -0.8008, 0.8470], [-0.5233, 1.6002, 0.4949]],
  "atomic_forces_ev_per_a": [[0.1, -0.4, -0.2], [0.1, 0.3, 0.0], [0.0, 0.1, -0.2], [-0.1, 0.0, 0.2], [0.0, -0.4, -0.1], [0.1, 0.2, 0.0], [0.1, 0.0, 0.1], [0.0, 0.2, 0.0], [0.0, 0.1, -0.2], [-0.1, 0.1, 0.2], [0.1, 0.0, 0.0], [-0.2, 0.0, 0.2]],
  "homo_energy_ev": -10.296,
  "smiles": "O=COCCO",
  "e_lumo_ev": 0.855,
  "e_above_lowest_ev": 0.921,
  "multiplicity": 1
}

---

{
  "formula": "C5H12O",
  "method": "ωB97M-V/def2-TZVPD",
  "symbols": ["C", "C", "C", "C", "C", "H", "H", "H", "H", "H", "H", "H", "H", "H", "H", "O", "H", "H"],
  "xyz": [[2.3373, -0.7328, -0.9814], [0.9050, -0.4240, -0.6759], [0.1453, 0.4571, -1.3167], [-1.3632, 0.5452, -1.1936], [-1.8529, 0.6015, 0.2489], [2.7745, -0.1844, -1.8134], [2.3969, -1.7762, -1.3089], [2.9675, -0.5506, -0.1083], [0.4681, -0.9776, 0.1496], [0.4734, 1.1055, -2.1260], [-1.7417, 1.4490, -1.6883], [-1.8756, -0.2461, -1.7385], [-2.7602, 1.1934, 0.3616], [-1.0745, 0.9639, 0.9256], [-2.0404, -0.3922, 0.6691], [0.3518, -0.0620, 3.5615], [-0.6160, 0.0233, 3.5626], [0.5048, -0.9930, 3.4719]],
  "atomic_forces_ev_per_a": [[0.1, -0.1, 0.0], [0.1, 0.7, -0.3], [-1.0, -0.3, -0.8], [-0.2, 0.8, 0.5], [0.1, -0.7, 0.8], [-0.3, 0.4, 0.0], [0.2, -0.1, 0.4], [0.1, -0.3, 0.0], [-0.1, -0.2, -0.1], [0.7, -0.3, 0.1], [0.4, 0.0, 0.0], [0.2, -0.3, 0.0], [0.0, 0.0, 0.0], [-0.1, 0.5, -0.2], [-0.3, -0.1, -0.3], [-0.7, 0.7, 0.1], [0.5, 0.0, 0.0], [0.2, -0.8, -0.1]],
  "homo_energy_ev": -9.105,
  "smiles": "C/C=C/CC.O",
  "e_lumo_ev": 0.827,
  "e_above_lowest_ev": 1.111,
  "multiplicity": 1
}

---

{
  "formula": "C3H6O2",
  "method": "ωB97M-V/def2-TZVPD",
  "symbols": ["C", "C", "O", "C", "O", "H", "H", "H", "H", "H", "H"],
  "xyz": [[-0.6674, 1.2925, -0.2370], [-0.4280, 0.4419, 0.8946], [0.7669, -0.0441, 0.6636], [0.7198, -0.9294, -0.2819], [-0.2709, -1.0066, -1.1037], [-1.6885, 1.8124, -0.0449], [0.2723, 1.9397, -0.0650], [-0.5955, 1.0364, -1.3607], [-0.2681, 0.8334, 1.9469], [-0.9788, -0.4195, 1.0949], [1.5444, -1.6272, -0.3048]],
  "atomic_forces_ev_per_a": [[-1.7, 5.3, -1.5], [-2.1, 0.6, 3.4], [6.3, -3.4, -0.1], [-3.7, -1.3, -4.6], [4.4, -1.2, 3.3], [1.9, -0.1, -0.6], [-1.9, 0.4, -0.7], [-0.4, -0.3, 2.5], [-1.0, 1.0, -1.4], [-2.3, -1.1, -0.1], [0.5, 0.0, -0.1]],
  "homo_energy_ev": -10.051,
  "smiles": "CCOC=O",
  "e_lumo_ev": 0.914,
  "e_above_lowest_ev": 3.037,
  "multiplicity": 1
}

---

> What is the formula in the fifth record?

C2H8S3

---

Copy entry 5 word for word.
{
  "formula": "C2H8S3",
  "method": "ωB97M-V/def2-TZVPD",
  "symbols": ["C", "S", "S", "H", "H", "H", "H", "C", "S", "H", "H", "H", "H"],
  "xyz": [[1.1950, -0.6435, 2.3535], [1.8299, 1.0569, 2.3209], [3.2674, 1.0150, 0.8881], [1.7880, -1.2548, 1.6872], [0.1412, -0.6754, 2.1039], [1.3557, -1.0293, 3.3626], [2.6149, 1.5111, -0.1776], [-2.3838, -0.3328, -1.9499], [-1.1873, 1.0014, -1.7326], [-2.3219, -0.9009, -1.0274], [-3.3884, 0.0268, -2.0987], [-2.0956, -1.0131, -2.7376], [-0.8152, 1.2386, -2.9923]],
  "atomic_forces_ev_per_a": [[0.3, 0.0, 0.5], [-0.2, 0.1, 0.1], [0.4, 0.0, -0.1], [0.0, -0.1, -0.3], [-0.1, 0.0, -0.1], [-0.2, 0.0, -0.1], [-0.2, -0.1, 0.1], [0.4, -0.2, 0.1], [0.2, 0.3, 0.3], [-0.2, 0.0, 0.1], [-0.3, 0.1, -0.1], [0.1, 0.0, -0.3], [-0.2, -0.1, -0.2]],
  "homo_energy_ev": -8.979,
  "smiles": "CSS.CS",
  "e_lumo_ev": 0.644,
  "e_above_lowest_ev": 0.270,
  "multiplicity": 1
}

---

Please write out number 5 again, unchanged.
{
  "formula": "C2H8S3",
  "method": "ωB97M-V/def2-TZVPD",
  "symbols": ["C", "S", "S", "H", "H", "H", "H", "C", "S", "H", "H", "H", "H"],
  "xyz": [[1.1950, -0.6435, 2.3535], [1.8299, 1.0569, 2.3209], [3.2674, 1.0150, 0.8881], [1.7880, -1.2548, 1.6872], [0.1412, -0.6754, 2.1039], [1.3557, -1.0293, 3.3626], [2.6149, 1.5111, -0.1776], [-2.3838, -0.3328, -1.9499], [-1.1873, 1.0014, -1.7326], [-2.3219, -0.9009, -1.0274], [-3.3884, 0.0268, -2.0987], [-2.0956, -1.0131, -2.7376], [-0.8152, 1.2386, -2.9923]],
  "atomic_forces_ev_per_a": [[0.3, 0.0, 0.5], [-0.2, 0.1, 0.1], [0.4, 0.0, -0.1], [0.0, -0.1, -0.3], [-0.1, 0.0, -0.1], [-0.2, 0.0, -0.1], [-0.2, -0.1, 0.1], [0.4, -0.2, 0.1], [0.2, 0.3, 0.3], [-0.2, 0.0, 0.1], [-0.3, 0.1, -0.1], [0.1, 0.0, -0.3], [-0.2, -0.1, -0.2]],
  "homo_energy_ev": -8.979,
  "smiles": "CSS.CS",
  "e_lumo_ev": 0.644,
  "e_above_lowest_ev": 0.270,
  "multiplicity": 1
}